Formula: C63H160N15O31
Source: the Open Molecules 2025 dataset
Level of theory: wB97M-V/def2-TZVPD

Each atom is followed by the atoms it is bonded to, with distances in Å.
Cartesian coordinates (Å):
1 C -4.8287 -0.0203 -4.5372  O2 1.486, H12 1.090, H13 1.090, H14 1.090
2 O -4.3248 -1.4182 -4.5047  C1 1.486, C3 1.355
3 C -3.6663 -1.8890 -3.4187  O2 1.355, C4 1.535, H15 1.090, H16 1.090
4 C -3.8464 -3.4062 -3.2735  C3 1.535, N5 1.578, H17 1.090, H18 1.090
5 N -5.3894 -3.7214 -3.3716  C4 1.578, H6 1.010, H7 1.010, C8 1.573
6 H -5.8723 -3.0284 -2.8178  N5 1.010
7 H -5.6564 -3.5531 -4.3310  N5 1.010
8 C -5.6999 -5.2105 -2.9714  N5 1.573, C9 1.556, H19 1.090, H20 1.090
9 C -6.1005 -5.3517 -1.4742  C8 1.556, O10 1.415, H21 1.090, H22 1.090
10 O -5.2503 -4.5683 -0.6591  C9 1.415, C11 1.424
11 C -5.5058 -4.7177 0.7342  O10 1.424, H23 1.090, H24 1.090, H25 1.090
12 H -4.0334 0.7251 -4.5373  C1 1.090
13 H -5.3290 0.0456 -3.5711  C1 1.090
14 H -5.4442 0.1928 -5.4111  C1 1.090
15 H -3.9976 -1.3872 -2.5096  C3 1.090
16 H -2.6006 -1.6645 -3.3763  C3 1.090
17 H -3.4102 -3.6963 -2.3176  C4 1.090
18 H -3.3753 -4.0313 -4.0319  C4 1.090
19 H -4.7997 -5.7592 -3.2482  C8 1.090
20 H -6.5420 -5.5030 -3.5986  C8 1.090
21 H -5.9894 -6.4190 -1.2831  C9 1.090
22 H -7.1289 -5.0839 -1.2316  C9 1.090
23 H -4.8140 -3.9844 1.1484  C11 1.090
24 H -5.3929 -5.7561 1.0461  C11 1.090
25 H -6.5499 -4.4518 0.8995  C11 1.090
26 C 1.7422 0.3621 3.4615  O27 1.463, H37 1.090, H38 1.090, H39 1.090
27 O 1.6881 0.0705 2.0288  C26 1.463, C28 1.422
28 C 2.0657 1.2662 1.3589  O27 1.422, C29 1.513, H40 1.090, H41 1.090
29 C 2.1638 0.9964 -0.1266  C28 1.513, N30 1.572, H42 1.090, H43 1.090
30 N 0.8251 0.4138 -0.7090  C29 1.572, H31 1.010, H32 1.010, C33 1.527
31 H 0.8700 0.7228 -1.6695  N30 1.010
32 H 0.7861 -0.5952 -0.7312  N30 1.010
33 C -0.5213 0.9310 -0.2064  N30 1.527, C34 1.541, H44 1.090, H45 1.090
34 C -1.6411 0.4184 -1.1329  C33 1.541, O35 1.446, H46 1.090, H47 1.090
35 O -1.3658 0.6915 -2.5256  C34 1.446, C36 1.415
36 C -1.4266 2.0200 -3.0087  O35 1.415, H48 1.090, H49 1.090, H50 1.090
37 H 1.3251 -0.4637 4.0379  C26 1.090
38 H 0.9752 1.1012 3.6930  C26 1.090
39 H 2.7907 0.5251 3.7108  C26 1.090
40 H 3.0159 1.6729 1.7049  C28 1.090
41 H 1.3620 2.0799 1.5341  C28 1.090
42 H 3.0108 0.3540 -0.3678  C29 1.090
43 H 2.2209 1.9768 -0.5995  C29 1.090
44 H -0.4480 2.0175 -0.2538  C33 1.090
45 H -0.7150 0.5361 0.7909  C33 1.090
46 H -2.6022 0.7863 -0.7738  C34 1.090
47 H -1.7613 -0.6603 -1.0320  C34 1.090
48 H -2.4749 2.3183 -3.0234  C36 1.090
49 H -1.1378 2.2563 -4.0328  C36 1.090
50 H -0.9455 2.7015 -2.3072  C36 1.090
51 C 2.5904 -2.9075 4.6939  O52 1.411, H62 1.090, H63 1.090, H64 1.090
52 O 2.6674 -2.9894 3.2872  C51 1.411, C53 1.446
53 C 3.8602 -2.4766 2.6497  O52 1.446, C54 1.500, H65 1.090, H66 1.090
54 C 3.6427 -2.5160 1.1662  C53 1.500, N55 1.541, H67 1.090, H68 1.090
55 N 3.1543 -3.8683 0.6105  C54 1.541, H56 1.010, H57 1.010, C58 1.555
56 H 2.3492 -4.2270 1.1037  N55 1.010
57 H 3.0575 -3.7700 -0.3900  N55 1.010
58 C 4.1098 -5.0904 0.7157  N55 1.555, C59 1.547, H69 1.090, H70 1.090
59 C 3.6557 -6.2528 -0.1992  C58 1.547, O60 1.449, H71 1.090, H72 1.090
60 O 2.3412 -6.7133 0.1986  C59 1.449, C61 1.459
61 C 1.7910 -7.7849 -0.6255  O60 1.459, H73 1.090, H74 1.090, H75 1.090
62 H 1.6794 -3.2849 5.1586  C51 1.090
63 H 2.6178 -1.8357 4.8900  C51 1.090
64 H 3.5049 -3.3511 5.0876  C51 1.090
65 H 4.6951 -3.0622 3.0346  C53 1.090
66 H 4.1309 -1.4612 2.9392  C53 1.090
67 H 4.6620 -2.3796 0.8051  C54 1.090
68 H 2.9533 -1.7583 0.7939  C54 1.090
69 H 4.2203 -5.3174 1.7761  C58 1.090
70 H 5.0273 -4.6605 0.3138  C58 1.090
71 H 4.2529 -7.1630 -0.1455  C59 1.090
72 H 3.6380 -6.0007 -1.2595  C59 1.090
73 H 2.4902 -8.5957 -0.8300  C61 1.090
74 H 1.5265 -7.5052 -1.6452  C61 1.090
75 H 0.8544 -8.0499 -0.1349  C61 1.090
76 C 10.0832 -0.4337 -4.0586  O77 1.457, H87 1.090, H88 1.090, H89 1.090
77 O 8.7951 -0.4599 -3.3775  C76 1.457, C78 1.416
78 C 7.7165 -0.8752 -4.1949  O77 1.416, C79 1.493, H90 1.090, H91 1.090
79 C 6.4143 -0.5854 -3.5246  C78 1.493, N80 1.539, H92 1.090, H93 1.090
80 N 6.5501 0.8289 -2.9333  C79 1.539, H81 1.010, H82 1.010, C83 1.562
81 H 7.0967 0.7802 -2.0853  N80 1.010
82 H 7.0915 1.3830 -3.5813  N80 1.010
83 C 5.2121 1.6151 -2.7596  N80 1.562, C84 1.521, H94 1.090, H95 1.090
84 C 5.5147 2.9245 -2.0478  C83 1.521, O85 1.466, H96 1.090, H97 1.090
85 O 6.6002 3.6994 -2.6571  C84 1.466, C86 1.451
86 C 6.0600 4.4648 -3.7652  O85 1.451, H98 1.090, H99 1.090, H100 1.090
87 H 10.3257 0.3692 -4.7548  C76 1.090
88 H 10.1873 -1.3865 -4.5777  C76 1.090
89 H 10.8742 -0.2699 -3.3268  C76 1.090
90 H 7.8166 -1.9604 -4.1717  C78 1.090
91 H 7.7603 -0.4781 -5.2090  C78 1.090
92 H 6.2603 -1.1856 -2.6279  C79 1.090
93 H 5.5182 -0.7082 -4.1329  C79 1.090
94 H 4.6553 0.8806 -2.1778  C83 1.090
95 H 4.7109 1.8382 -3.7015  C83 1.090
96 H 5.8634 2.6240 -1.0598  C84 1.090
97 H 4.6028 3.4951 -1.8724  C84 1.090
98 H 5.1816 5.0403 -3.4731  C86 1.090
99 H 5.8684 3.8879 -4.6699  C86 1.090
100 H 6.9213 5.0733 -4.0411  C86 1.090
101 C -1.3030 1.4212 -7.4197  O102 1.421, H112 1.090, H113 1.090, H114 1.090
102 O -0.1730 0.6738 -6.9900  C101 1.421, C103 1.424
103 C -0.4904 -0.3490 -6.0513  O102 1.424, C104 1.583, H115 1.090, H116 1.090
104 C 0.6166 -1.4294 -5.7151  C103 1.583, N105 1.501, H117 1.090, H118 1.090
105 N 1.9219 -0.8579 -5.2421  C104 1.501, H106 1.010, H107 1.010, C108 1.546
106 H 1.6984 -0.1449 -4.5626  N105 1.010
107 H 2.3382 -1.5725 -4.6623  N105 1.010
108 C 2.8323 -0.2021 -6.3057  N105 1.546, C109 1.554, H119 1.090, H120 1.090
109 C 3.0886 -1.1348 -7.5221  C108 1.554, O110 1.396, H121 1.090, H122 1.090
110 O 3.6192 -2.4074 -7.3008  C109 1.396, C111 1.429
111 C 4.8969 -2.6218 -6.6973  O110 1.429, H123 1.090, H124 1.090, H125 1.090
112 H -1.1109 2.3776 -7.9059  C101 1.090
113 H -2.0148 1.5379 -6.6025  C101 1.090
114 H -1.8392 0.8227 -8.1562  C101 1.090
115 H -1.3043 -0.9796 -6.4091  C103 1.090
116 H -0.7705 0.1147 -5.1055  C103 1.090
117 H 0.8246 -2.0326 -6.5989  C104 1.090
118 H 0.2264 -2.0173 -4.8843  C104 1.090
119 H 3.7808 0.0052 -5.8102  C108 1.090
120 H 2.3432 0.7008 -6.6713  C108 1.090
121 H 3.7067 -0.4842 -8.1408  C109 1.090
122 H 2.2109 -1.1870 -8.1663  C109 1.090
123 H 5.2439 -3.6466 -6.8291  C111 1.090
124 H 4.8147 -2.5689 -5.6117  C111 1.090
125 H 5.7113 -2.0155 -7.0940  C111 1.090
126 C 2.3312 6.8920 -1.7419  C127 1.531, H136 1.090, H137 1.090, H138 1.090
127 C 0.8434 6.8418 -1.3848  C126 1.531, N128 1.607, H139 1.090, H140 1.090
128 N 0.5406 6.3329 0.1094  C127 1.607, C129 1.541, C130 1.594, C132 1.547
129 C 0.9898 4.8784 0.3483  N128 1.541, H141 1.090, H142 1.090, H143 1.090
130 C 1.3411 7.3021 1.0897  N128 1.594, C131 1.586, H144 1.090, H145 1.090
131 C 0.9096 7.2743 2.6155  C130 1.586, H146 1.090, H147 1.090, H148 1.090
132 C -0.9832 6.4468 0.3484  N128 1.547, C133 1.564, H149 1.090, H150 1.090
133 C -1.9992 5.8375 -0.6723  C132 1.564, O134 1.370, H151 1.090, H152 1.090
134 O -2.1841 6.8714 -1.5519  C133 1.370, C135 1.466
135 C -2.9313 6.5490 -2.7718  O134 1.466, H153 1.090, H154 1.090, H155 1.090
136 H 2.4644 6.9057 -2.8237  C126 1.090
137 H 2.9241 6.0609 -1.3601  C126 1.090
138 H 2.6847 7.7754 -1.2102  C126 1.090
139 H 0.5036 5.9863 -1.9684  C127 1.090
140 H 0.2429 7.7307 -1.5779  C127 1.090
141 H 0.4213 4.1633 -0.2463  C129 1.090
142 H 1.0101 4.6451 1.4129  C129 1.090
143 H 2.0067 4.8125 -0.0386  C129 1.090
144 H 1.2351 8.3425 0.7825  C130 1.090
145 H 2.3082 6.8011 1.0462  C130 1.090
146 H 1.5890 8.0078 3.0496  C131 1.090
147 H 1.0777 6.2797 3.0285  C131 1.090
148 H -0.1270 7.5447 2.8168  C131 1.090
149 H -1.2464 7.4774 0.5866  C132 1.090
150 H -1.2991 5.9721 1.2774  C132 1.090
151 H -3.0191 5.7535 -0.2967  C133 1.090
152 H -1.6359 4.9044 -1.1029  C133 1.090
153 H -2.6736 7.3088 -3.5096  C135 1.090
154 H -4.0106 6.4915 -2.6303  C135 1.090
155 H -2.7165 5.5716 -3.2039  C135 1.090
156 C -7.5719 1.8086 -2.3271  C157 1.594, H166 1.090, H167 1.090, H168 1.090
157 C -7.1190 3.1695 -1.6315  C156 1.594, N158 1.532, H169 1.090, H170 1.090
158 N -6.1683 2.9777 -0.4459  C157 1.532, C159 1.552, C160 1.516, C162 1.591
159 C -4.8938 2.2802 -0.9912  N158 1.552, H171 1.090, H172 1.090, H173 1.090
160 C -5.6294 4.3221 0.0031  N158 1.516, C161 1.554, H174 1.090, H175 1.090
161 C -6.6586 5.3306 0.5846  C160 1.554, H176 1.090, H177 1.090, H178 1.090
162 C -6.7993 2.1990 0.7896  N158 1.591, C163 1.612, H179 1.090, H180 1.090
163 C -5.8552 1.7542 2.0176  C162 1.612, O164 1.380, H181 1.090, H182 1.090
164 O -5.6287 2.9038 2.7475  C163 1.380, C165 1.394
165 C -5.0874 2.5762 3.9896  O164 1.394, H183 1.090, H184 1.090, H185 1.090
166 H -6.9195 1.3335 -3.0597  C156 1.090
167 H -8.4608 2.1653 -2.8476  C156 1.090
168 H -7.8319 0.9932 -1.6521  C156 1.090
169 H -8.0347 3.5917 -1.2175  C157 1.090
170 H -6.5986 3.8134 -2.3404  C157 1.090
171 H -4.1427 2.4019 -0.2107  C159 1.090
172 H -4.6347 2.9022 -1.8480  C159 1.090
173 H -5.0731 1.2934 -1.4180  C159 1.090
174 H -5.0460 4.7963 -0.7862  C160 1.090
175 H -4.8518 4.2037 0.7578  C160 1.090
176 H -6.7815 5.0878 1.6401  C161 1.090
177 H -7.6092 5.3965 0.0552  C161 1.090
178 H -6.1325 6.2775 0.7061  C161 1.090
179 H -7.4370 1.4070 0.3967  C162 1.090
180 H -7.5711 2.8776 1.1529  C162 1.090
181 H -4.9669 1.2792 1.6012  C163 1.090
182 H -6.4080 1.0072 2.5872  C163 1.090
183 H -4.0898 2.1411 3.9293  C165 1.090
184 H -5.6505 1.8408 4.5642  C165 1.090
185 H -4.8266 3.4437 4.5959  C165 1.090
186 C -3.1820 0.5635 6.3675  C187 1.582, H196 1.090, H197 1.090, H198 1.090
187 C -1.7987 -0.1913 6.2226  C186 1.582, N188 1.573, H199 1.090, H200 1.090
188 N -0.7890 -0.1586 7.4277  C187 1.573, C189 1.550, C190 1.559, C192 1.572
189 C -1.3210 -0.9892 8.6237  N188 1.550, H201 1.090, H202 1.090, H203 1.090
190 C 0.5727 -0.7594 6.9622  N188 1.559, C191 1.572, H204 1.090, H205 1.090
191 C 1.6193 -1.0638 8.0949  C190 1.572, H206 1.090, H207 1.090, H208 1.090
192 C -0.6352 1.3456 7.8569  N188 1.572, C193 1.607, H209 1.090, H210 1.090
193 C -0.2290 2.3777 6.6941  C192 1.607, O194 1.432, H211 1.090, H212 1.090
194 O 1.1506 2.2926 6.3209  C193 1.432, C195 1.356
195 C 1.4470 3.1803 5.3391  O194 1.356, H213 1.090, H214 1.090, H215 1.090
196 H -3.8111 0.1457 7.1535  C186 1.090
197 H -3.7791 0.4205 5.4670  C186 1.090
198 H -3.0937 1.6323 6.5626  C186 1.090
199 H -1.1604 0.1592 5.4115  C187 1.090
200 H -1.9786 -1.2627 6.1339  C187 1.090
201 H -2.2166 -0.5342 9.0467  C189 1.090
202 H -0.6113 -0.7973 9.4285  C189 1.090
203 H -1.3682 -2.0599 8.4252  C189 1.090
204 H 0.9148 0.0012 6.2604  C190 1.090
205 H 0.2858 -1.5989 6.3288  C190 1.090
206 H 1.3623 -1.8091 8.8476  C191 1.090
207 H 1.7400 -0.1557 8.6855  C191 1.090
208 H 2.5280 -1.4814 7.6613  C191 1.090
209 H 0.0906 1.3282 8.6700  C192 1.090
210 H -1.6019 1.6305 8.2720  C192 1.090
211 H -0.4785 3.3984 6.9839  C193 1.090
212 H -0.8623 2.2710 5.8134  C193 1.090
213 H 1.3431 4.1860 5.7464  C195 1.090
214 H 0.7381 3.1324 4.5125  C195 1.090
215 H 2.4838 2.9579 5.0868  C195 1.090
216 C -2.6438 -1.5240 2.3739  C217 1.568, H226 1.090, H227 1.090, H228 1.090
217 C -1.1581 -2.0161 2.2807  C216 1.568, C218 1.542, H229 1.090, H230 1.090
218 C -0.9981 -3.4820 1.8302  C217 1.542, C219 1.570, H231 1.090, H232 1.090
219 C -1.6148 -4.5618 2.7887  C218 1.570, N220 1.563, H233 1.090, H234 1.090
220 N -1.4023 -6.0616 2.4048  C219 1.563, C221 1.516, C224 1.569, C225 1.588
221 C -2.3428 -6.9715 3.1707  N220 1.516, C222 1.488, H235 1.090, H236 1.090
222 C -1.6638 -8.2902 3.2849  C221 1.488, C223 1.549, H237 1.090, H238 1.090
223 C -0.1373 -8.0421 3.2035  C222 1.549, C224 1.545, H239 1.090, H240 1.090
224 C -0.0110 -6.5205 2.9667  N220 1.569, C223 1.545, H241 1.090, H242 1.090
225 C -1.4147 -6.3345 0.8401  N220 1.588, H243 1.090, H244 1.090, H245 1.090
226 H -3.1418 -1.6213 1.4092  C216 1.090
227 H -2.6706 -0.5179 2.7922  C216 1.090
228 H -3.0906 -2.0942 3.1883  C216 1.090
229 H -0.6566 -2.0848 3.2460  C217 1.090
230 H -0.5946 -1.3394 1.6383  C217 1.090
231 H 0.0549 -3.7320 1.7011  C218 1.090
232 H -1.3893 -3.4962 0.8130  C218 1.090
233 H -2.7048 -4.5643 2.7901  C219 1.090
234 H -1.2428 -4.4917 3.8109  C219 1.090
235 H -3.3923 -6.9142 2.8821  C221 1.090
236 H -2.3634 -6.5998 4.1951  C221 1.090
237 H -1.9498 -8.9518 2.4672  C222 1.090
238 H -2.0025 -8.7812 4.1971  C222 1.090
239 H 0.3561 -8.6344 2.4328  C223 1.090
240 H 0.2706 -8.4795 4.1148  C223 1.090
241 H 0.7340 -6.2974 2.2029  C224 1.090
242 H 0.2405 -5.9813 3.8799  C224 1.090
243 H -0.5078 -5.8554 0.4713  C225 1.090
244 H -2.2725 -5.8736 0.3505  C225 1.090
245 H -1.2879 -7.4106 0.7220  C225 1.090
246 N 1.8967 2.4578 -3.8101  O247 1.220, O248 1.191, O249 1.215
247 O 1.4494 1.3447 -3.5875  N246 1.220
248 O 2.1127 2.7559 -4.9428  N246 1.191
249 O 2.2294 3.1625 -2.8774  N246 1.215
250 N 6.7865 0.0842 0.5102  O251 1.203, O252 1.233, O253 1.210
251 O 7.6983 0.7071 0.0339  N250 1.203
252 O 7.0099 -0.7251 1.4136  N250 1.233
253 O 5.6780 0.0529 0.0265  N250 1.210
254 N -1.7739 2.9691 2.3960  O255 1.197, O256 1.183, O257 1.211
255 O -1.3125 1.9150 2.7257  N254 1.197
256 O -1.8755 3.8661 3.1602  N254 1.183
257 O -2.2861 3.1314 1.3105  N254 1.211
258 N 3.6576 -2.9438 -2.6784  O259 1.231, O260 1.194, O261 1.207
259 O 3.1046 -3.0659 -3.7715  N258 1.231
260 O 3.4732 -1.8532 -2.2277  N258 1.194
261 O 4.3668 -3.7536 -2.1323  N258 1.207
262 N 0.1581 -3.2636 -1.5653  O263 1.219, O264 1.207, O265 1.226
263 O 0.5883 -4.3546 -1.2339  N262 1.219
264 O -0.4756 -3.1342 -2.5848  N262 1.207
265 O 0.4737 -2.3095 -0.8633  N262 1.226
266 N 4.0838 5.1605 2.5451  O267 1.186, O268 1.251, O269 1.242
267 O 4.4095 5.0373 1.4112  N266 1.186
268 O 3.2558 4.3165 2.9530  N266 1.251
269 O 4.5349 6.0869 3.2382  N266 1.242

Values from the calculation:
total charge	+3
LUMO	-6.15	eV
Kohn-Sham gap	4.760	eV